# 1
This record from the OMol25 dataset describes a structure of composition C12H4Cl5N2PdS5SbSe. The level of theory is ωB97M-V/def2-TZVPD.

The net charge is -2. The relative energy (zero: lowest compared OMol25 entry of this formula, charge and spin) comes out at 2.523 eV. The HOMO-LUMO gap is 5.6 eV. The total energy comes out at -207644.6150 eV. As for the highest occupied orbital energy: -2.56 eV. Its spin multiplicity is 1.

Geometry as XYZ:
```
31
Properties=species:S:1:pos:R:3:forces:R:3:lowdin_charge:R:1
Pd 0.529196 1.897381 -0.200084 0.3 0.3 0.6 0.11
Cl -2.319520 2.614980 0.377702 0.0 0.1 0.0 0.62
C -2.274385 1.175946 -0.607139 -0.1 0.1 0.1 -0.71
C -1.022710 0.666410 -0.940878 -0.2 0.1 -0.2 -0.35
C -1.053856 -0.410579 -1.825963 0.1 0.0 0.1 -0.67
Cl 0.419373 -1.126454 -2.391879 0.0 0.1 -0.1 0.66
C -2.246229 -0.958210 -2.306573 0.0 0.0 0.0 -0.70
Cl -2.232211 -2.291883 -3.406082 0.0 0.0 0.0 0.64
C -3.468625 -0.432367 -1.906667 0.0 0.1 0.0 -0.72
Cl -4.950821 -1.108908 -2.482261 0.0 0.0 0.0 0.63
C -3.487036 0.658994 -1.046142 0.1 -0.1 -0.1 -0.71
Cl -4.993381 1.348352 -0.560083 0.0 0.0 0.0 0.64
S 5.646615 3.053695 0.486682 0.0 0.0 0.1 -0.29
Sb 3.861290 1.763572 0.989291 0.5 0.0 -0.6 -0.16
S 2.535072 1.036529 -0.929775 0.0 0.0 -0.1 0.09
S 2.033742 3.344058 0.878029 -0.4 0.0 -0.1 -0.09
S 4.261374 -0.180342 2.071035 -0.2 0.2 0.4 -0.24
Se 0.414218 1.060252 2.083332 0.2 -0.8 -0.1 0.60
C 0.444683 -0.849651 2.013549 -0.4 0.1 0.1 -0.62
C 0.890746 -1.602663 0.938912 0.0 0.0 0.0 -0.16
C 0.866977 -2.984572 1.032314 0.0 0.0 -0.1 -0.16
N 0.438382 -3.669787 2.092462 0.0 0.0 0.0 0.03
C 0.018640 -2.934361 3.122277 0.0 0.0 0.0 -0.19
C 0.001703 -1.552055 3.134843 0.0 0.0 0.0 -0.14
H 1.273805 -1.125218 0.049664 0.0 0.0 0.1 -0.01
H 1.227713 -3.573042 0.193722 0.0 0.0 0.0 0.10
H -0.332725 -3.482048 3.992845 0.0 0.0 0.0 0.09
H -0.356353 -1.029891 4.013995 0.0 0.0 0.0 0.09
S 0.092246 3.335154 -2.078027 -0.1 0.0 -0.2 0.48
C 1.453054 3.571774 -3.031924 0.1 0.0 0.1 -0.89
N 2.329022 3.784933 -3.757177 0.0 0.0 0.0 0.03
```
Positions in Å, forces in eV/Å.

# 2
This record from the OMol25 dataset describes a structure of composition C12H4InO12P. The level of theory is ωB97M-V/def2-TZVPD.

The net charge is -3. The HOMO-LUMO gap (alpha / beta) is 4.1 / 4.5 eV. As for the expectation value of S²: 1.8321. The total energy comes out at -51536.2120 eV. As for the highest occupied orbital energy (alpha / beta): 0.38 / 0.73 eV. Its spin multiplicity is 2.

Geometry as XYZ:
```
30
Properties=species:S:1:pos:R:3:forces:R:3:mulliken_spin:R:1
In 1.203027 0.930678 1.749216 -0.9 1.2 -1.3 -0.01
C 3.646447 1.451204 -2.684564 -0.5 -1.3 5.3 0.11
C 2.796764 1.057024 -1.605741 0.0 0.0 -0.7 -0.05
C 1.254095 0.684525 -1.950580 2.4 1.2 0.7 0.05
O 0.498230 0.347677 -1.091340 -0.7 -0.9 1.4 0.18
C 0.850250 0.929189 -3.291118 -0.8 -0.4 0.9 0.35
C 1.747606 1.384183 -4.232438 -1.6 1.0 -4.0 0.09
C 3.173272 1.653198 -3.874911 2.4 1.4 -6.5 -0.04
O 4.044855 2.014720 -4.772284 -2.2 -0.3 0.1 0.00
O 1.224612 1.576391 -5.399645 2.0 -0.2 2.0 0.31
O 3.258181 0.984059 -0.479543 -0.8 -0.6 1.3 0.00
H 4.679766 1.626619 -2.423998 0.0 0.1 -0.2 0.00
H -0.200284 0.872219 -3.535123 0.0 -0.1 0.0 -0.01
C -2.804596 -2.073925 1.806410 -0.3 1.0 -0.9 -0.34
C -1.501258 -1.524727 1.835190 2.2 -0.4 0.8 -0.04
C -0.498322 -2.166587 2.988212 -0.1 1.6 -1.0 0.04
O 0.644155 -1.687205 3.079836 -0.9 -0.6 -0.1 -0.02
C -1.090879 -3.151527 3.815204 0.9 1.2 -1.4 -0.13
C -2.351111 -3.693021 3.621200 -0.3 -2.5 3.0 0.06
C -3.248661 -3.174743 2.512953 -4.4 -1.0 -0.2 -0.05
O -4.494092 -3.517921 2.247597 3.8 0.1 1.4 -0.34
O -2.663895 -4.573409 4.508995 -1.1 1.1 -2.3 0.03
O -1.176001 -0.692214 1.001977 0.4 -0.7 0.9 -0.20
H -3.476936 -1.534750 1.155526 -0.3 -0.2 -0.1 0.01
H -0.514955 -3.582276 4.620908 0.1 0.1 0.0 -0.01
P -0.922767 3.257056 0.110266 -0.6 -0.6 0.3 -0.09
O 0.670195 3.270025 0.272499 -2.3 0.5 0.0 -0.01
O -1.444924 2.021295 0.869019 0.6 -0.8 0.6 0.28
O -1.386594 2.918505 -1.376320 0.7 0.4 0.4 0.59
O -1.916180 4.393737 0.522596 2.3 0.0 -0.5 0.24
```
Positions in Å, forces in eV/Å.

# 3
This record from the OMol25 dataset describes a structure of composition C12H4NO7S2Tl. The level of theory is ωB97M-V/def2-TZVPD.

The net charge is -2. The relative energy (zero: lowest compared OMol25 entry of this formula, charge and spin) comes out at 0.022 eV. The HOMO-LUMO gap is 5.4 eV. The total energy comes out at -54697.5237 eV. As for the highest occupied orbital energy: -1.20 eV. Its spin multiplicity is 1.

Geometry as XYZ:
```
27
Properties=species:S:1:pos:R:3:forces:R:3:lowdin_charge:R:1
Tl -0.304864 -1.972936 -0.834158 -0.1 0.0 0.2 0.84
O -2.384441 -1.176215 5.297411 0.0 0.0 0.1 0.05
C -1.868926 -1.215847 4.194374 0.0 0.0 -0.1 -0.30
C -0.827601 -2.196855 3.734784 0.1 0.1 -0.1 -0.33
O -0.259536 -3.023493 4.437772 0.0 -0.1 0.0 0.03
C -0.648113 -1.963551 2.296274 -0.2 0.1 0.2 -0.36
C -1.478792 -0.869661 1.875888 0.0 -0.1 0.3 -0.36
O -1.569212 -0.478633 0.677359 0.1 0.0 -0.3 -0.20
C -2.177304 -0.306531 3.038350 0.1 0.0 -0.1 -0.33
O -2.881140 0.694933 3.077914 -0.1 0.0 0.0 0.03
O 0.095066 -2.617624 1.509942 0.1 -0.1 -0.2 -0.20
O 2.411193 -1.710232 -6.114631 0.0 0.0 -0.1 -0.33
S 2.709711 -2.386515 -4.876803 0.0 0.1 0.1 0.60
O 2.591548 -3.821977 -4.873530 0.0 0.0 0.0 -0.32
N 1.901704 -1.710944 -3.635708 0.1 0.1 0.0 -0.13
C 2.702188 -1.085532 -2.794256 -0.1 -0.1 0.1 -0.87
S 2.239936 -0.233559 -1.415004 0.1 -0.1 -0.2 0.52
C 4.163460 -1.209184 -3.158445 0.0 0.0 0.1 -0.23
C 5.267748 -0.739595 -2.469135 0.1 0.1 0.0 -0.04
C 6.531267 -1.007413 -2.982781 0.0 0.0 0.0 -0.09
C 6.686903 -1.731899 -4.162873 0.0 0.0 0.0 -0.10
C 5.576949 -2.202609 -4.852830 0.0 0.0 0.0 -0.05
C 4.332120 -1.921517 -4.325644 0.0 -0.1 0.0 -0.23
H 5.122354 -0.182952 -1.551920 0.0 0.0 0.0 0.09
H 7.409794 -0.657001 -2.454390 0.0 0.0 0.0 0.09
H 7.681698 -1.936899 -4.541091 0.0 0.0 0.0 0.09
H 5.682075 -2.770817 -5.768403 0.0 0.0 0.0 0.11
```
Positions in Å, forces in eV/Å.

# 4
This record from the OMol25 dataset describes a cluster of 14 separate species, C12H52N18O14 in total. The level of theory is ωB97M-V/def2-TZVPD.

The net charge is +1. The HOMO-LUMO gap (alpha / beta) is 9.0 / 3.1 eV. As for the expectation value of S²: 0.7709. The total energy comes out at -68772.8985 eV. As for the highest occupied orbital energy (alpha / beta): -11.11 / -11.11 eV. Its spin multiplicity is 2.

Geometry as XYZ:
```
96
Properties=species:S:1:pos:R:3:forces:R:3:mulliken_spin:R:1
O 0.629350 3.592661 2.016043 0.8 -0.3 0.0 0.00
H 0.360360 4.249981 1.374323 -0.5 0.5 -0.7 0.00
H 0.098470 3.781381 2.789843 -0.3 -0.1 0.5 0.00
O -0.531680 5.195471 -0.088927 0.4 0.1 0.4 0.00
H -0.865640 4.784691 -0.886407 -0.1 -0.5 -0.4 0.00
H -1.190910 5.851591 0.137233 -0.1 0.2 0.2 0.00
O -1.877820 4.507901 -2.594097 0.2 0.0 0.3 0.00
H -2.577080 4.295971 -3.212437 -0.2 -0.2 -0.2 0.00
H -1.991340 5.441141 -2.414067 -0.1 0.4 -0.2 0.00
O -0.045760 -0.295539 3.929353 0.1 0.0 0.5 0.00
H 0.008280 -0.291609 2.973693 0.1 -0.2 -0.9 0.00
H 0.649030 0.299371 4.211463 0.4 0.0 0.2 0.00
C -2.690400 -2.202989 1.941323 0.2 -2.9 -0.5 0.00
O -2.267850 -1.886179 0.833383 0.8 1.5 -1.6 0.00
N -2.444470 -3.374049 2.482163 1.1 -2.1 1.8 0.00
N -3.578640 -1.586679 2.643793 -2.3 4.3 0.6 0.00
H -1.656290 -3.936999 2.195863 0.3 -0.2 -0.5 0.00
H -2.639400 -3.344009 3.472723 0.2 -0.7 -0.1 0.00
H -3.765230 -0.668409 2.266863 -0.8 0.1 0.3 0.00
H -4.059090 -1.918649 3.467853 0.4 0.0 -0.4 0.00
C -2.496690 -1.201059 -2.621177 1.8 -0.1 -4.2 0.00
O -2.055310 -0.759939 -3.665507 0.9 0.8 -1.4 0.00
N -2.143480 -2.342909 -2.111667 1.3 -2.8 1.5 0.00
N -3.461110 -0.678169 -1.968237 -3.3 2.2 2.5 0.00
H -1.518390 -2.975189 -2.590817 -0.2 0.2 0.4 0.00
H -2.564280 -2.487319 -1.204927 0.8 -1.3 0.0 0.00
H -3.513280 -1.129259 -1.066077 -1.2 1.4 0.5 0.00
H -3.851280 0.194991 -2.292977 0.1 -0.2 0.7 0.00
C 1.253540 -3.328949 -3.707617 1.1 -0.1 0.9 0.00
O 1.249230 -4.263489 -2.915007 0.1 -0.6 0.5 0.00
N 0.754290 -3.402469 -4.906877 -2.0 -0.8 -3.0 0.00
N 1.879690 -2.180609 -3.462997 0.6 1.2 0.5 0.00
H 0.220910 -4.234519 -5.114947 0.0 0.3 -0.1 0.00
H 0.602580 -2.576409 -5.467867 -0.1 -0.3 0.1 0.00
H 2.303790 -2.131669 -2.547657 0.0 0.6 0.0 0.00
H 1.732390 -1.374509 -4.053417 0.0 -0.1 0.4 0.00
C -2.366830 2.497171 4.221073 2.1 -1.4 -1.2 0.00
O -3.376380 2.999941 4.469123 -6.1 3.5 1.9 0.00
N -2.244170 1.484681 3.434323 0.2 -3.4 -2.5 0.00
N -1.189670 2.933011 4.617843 3.2 2.1 1.4 0.00
H -1.317000 1.100071 3.322433 -0.8 -0.6 -0.3 0.00
H -3.082090 1.056361 3.067553 0.4 0.1 -0.1 0.00
H -0.386720 2.334171 4.488393 -0.1 0.5 0.6 0.00
H -1.227440 3.730951 5.235883 0.6 -0.4 0.1 0.00
C 4.773130 1.042061 -2.633217 2.3 1.6 0.0 0.00
O 4.848430 1.567051 -1.480597 -0.7 -0.6 -1.1 0.00
N 5.449280 1.495581 -3.694067 1.1 2.3 -0.3 0.00
N 4.203190 -0.074159 -2.936707 -2.4 -2.5 1.7 0.00
H 5.503300 0.980061 -4.560917 0.1 0.2 0.4 0.00
H 6.072940 2.272821 -3.529637 -0.2 -0.1 -0.4 0.00
H 3.896050 -0.525019 -2.086717 -0.7 -1.0 -0.4 0.00
H 4.007630 -0.457219 -3.850557 0.3 0.2 0.4 0.00
C 3.245460 -2.148239 0.069033 -2.4 1.3 1.3 0.00
O 3.099180 -1.839189 -1.089207 0.5 0.7 -2.1 0.00
N 4.214960 -2.788259 0.580613 5.5 -3.1 0.1 0.00
N 2.406040 -1.784559 1.010323 -2.1 1.4 1.0 0.00
H 5.001500 -2.879879 -0.046327 0.1 -0.7 0.4 0.00
H 4.339250 -2.943189 1.570883 0.0 0.1 -0.5 0.00
H 1.843750 -0.981009 0.769013 -0.9 -0.6 0.7 0.00
H 2.462560 -2.223749 1.918073 -0.5 0.6 -0.1 0.00
C -4.883840 1.736861 0.643913 -2.2 0.0 -1.0 0.00
O -4.298550 0.908691 1.292783 1.4 -0.3 1.3 0.00
N -5.615440 1.445921 -0.408677 -1.2 -1.9 -3.5 0.00
N -5.163710 3.015751 0.866153 2.0 3.2 3.7 0.00
H -6.032120 2.237211 -0.878087 -0.2 -0.9 -0.4 0.00
H -5.622360 0.519101 -0.809997 -0.1 0.3 0.0 0.00
H -5.647130 3.709221 0.313433 0.1 -0.8 -0.1 0.00
H -4.795900 3.354471 1.743693 0.0 0.4 0.0 0.00
C 0.385180 -4.586239 0.347533 -2.4 1.1 0.9 0.00
O -0.336430 -4.772019 1.322593 0.0 -0.8 1.4 0.00
N 0.141520 -3.649859 -0.500697 -1.8 3.5 -1.7 0.00
N 1.437460 -5.244589 0.042573 4.2 -4.0 0.8 0.00
H 0.753050 -3.497729 -1.289997 -0.4 0.1 -0.1 0.00
H -0.640020 -3.060639 -0.251467 0.1 0.2 -0.4 0.00
H 1.872180 -5.263389 -0.868887 -0.3 0.1 0.1 0.00
H 1.580850 -5.996999 0.700923 0.5 -0.3 -0.5 0.00
C 3.844370 1.968851 1.870073 2.9 -1.9 -3.2 -0.05
O 3.752290 2.104381 3.049773 -1.3 0.7 4.8 0.57
N 2.976330 2.460771 1.021863 -0.6 0.9 -0.9 0.56
N 4.774370 1.229661 1.280673 1.3 -1.0 0.4 -0.01
H 2.218480 3.042041 1.350333 -1.1 0.6 0.2 -0.04
H 3.135640 2.059541 0.108773 -0.9 0.2 -0.9 -0.06
H 4.853400 1.196051 0.274333 0.0 0.0 -0.8 0.00
H 5.370420 0.596561 1.794493 -0.1 0.4 0.2 0.00
C 0.746230 0.488631 -1.226957 -0.8 -0.5 -0.6 0.00
C 0.143270 0.853091 0.135343 0.1 1.4 -1.5 0.02
C -1.200070 1.534681 -0.010247 -0.4 1.8 0.2 0.00
O 0.002170 -0.191209 1.012033 1.3 -0.8 1.7 0.00
H 0.443460 1.286221 -1.905407 0.1 -0.2 -0.3 0.00
H 0.344280 -0.462419 -1.576297 -0.4 0.0 -0.3 0.00
H 1.822360 0.350981 -1.332217 0.2 0.2 0.6 0.00
H 0.915200 1.540671 0.480963 -0.4 0.2 1.0 0.00
H -1.192130 2.349631 -0.734047 -0.1 -0.8 -1.3 0.00
H -1.509920 2.238651 0.762093 0.5 -0.7 1.3 0.00
H -2.038520 0.839781 -0.057227 0.2 -0.1 -0.6 0.00
H -0.669250 -0.815349 0.727003 -0.8 -0.5 -0.2 0.00
```
Positions in Å, forces in eV/Å.

Number 4 is which compound? C12H52N18O14

Which value of net charge does entry 1 give? -2